Here is a cluster of 4 separate species, C22H32F9N3O2 in total at a distorted geometry from OMol25. Energies are from the ωB97M-V functional and the def2-TZVPD basis.

Values from the calculation:
E_tot: -2071.02574 Eh
Charge: 0
SMILES: CCCCCCCCCOC(=O)CCC(F)(F)C(F)(F)C(F)(F)C(F)(F)F.CC#N.CC#N.CC#N
Strongest force on any atom: 1.64 eV/Å

Each line ends with the Mulliken charge.
Positions of all 68 atoms, in Å:
C1 5.77 -0.47 0.39  -1.2637
C2 4.87 -1.34 -0.50  -0.3851
C3 3.79 -0.60 -1.33  -0.2667
C4 3.55 0.87 -0.98  -0.3987
C5 2.61 1.54 -1.99  -1.2580
C6 1.11 1.41 -1.65  0.1479
C7 0.45 2.79 -1.59  -1.2399
C8 0.68 3.56 -0.29  -0.6379
C9 -0.27 3.29 0.87  -0.6610
O1 -0.84 1.96 0.92  0.1287
C10 -0.32 1.15 1.86  0.4665
O2 0.85 1.14 2.19  -0.6549
C11 -1.34 0.26 2.51  -0.5426
C12 -2.57 -0.08 1.67  -0.6345
C13 -2.24 -1.14 0.65  0.7284
F1 -1.16 -0.80 -0.10  -0.1585
F2 -1.90 -2.29 1.32  -0.4393
C14 -3.42 -1.52 -0.30  0.6135
F3 -3.37 -2.84 -0.58  -0.3143
F4 -4.60 -1.24 0.31  -0.3229
C15 -3.38 -0.76 -1.65  0.5182
F5 -2.34 -1.18 -2.39  -0.3025
F6 -3.21 0.56 -1.36  -0.1948
C16 -4.71 -0.90 -2.48  0.5656
F7 -5.40 -1.99 -2.12  -0.2448
F8 -5.49 0.18 -2.31  -0.2250
F9 -4.41 -1.00 -3.79  -0.2557
H1 6.04 0.47 -0.07  0.3058
H2 5.33 -0.33 1.37  0.2895
H3 6.70 -1.01 0.56  0.4132
H4 4.39 -2.08 0.13  0.2920
H5 5.50 -1.88 -1.20  0.3481
H6 3.98 -0.71 -2.39  0.4308
H7 2.84 -1.11 -1.14  -0.2233
H8 3.08 0.98 -0.01  0.2634
H9 4.48 1.43 -0.99  0.3579
H10 2.86 2.59 -2.11  0.4890
H11 2.77 1.08 -2.96  0.4209
H12 0.57 0.79 -2.35  0.4343
H13 1.04 0.93 -0.68  -0.1312
H14 -0.62 2.73 -1.80  0.2540
H15 0.87 3.39 -2.40  0.5975
H16 1.72 3.41 0.02  0.3240
H17 0.58 4.62 -0.50  0.4718
H18 0.23 3.49 1.81  0.3641
H19 -1.12 3.96 0.82  0.2876
H20 -1.68 0.78 3.41  0.4961
H21 -0.84 -0.64 2.83  -0.0600
H22 -3.34 -0.49 2.30  0.5728
H23 -2.96 0.80 1.17  0.0922
C17 -5.03 3.15 0.13  -0.3181
C18 -4.10 3.90 0.96  0.4207
N1 -3.36 4.49 1.62  -0.4833
H24 -5.87 2.81 0.73  0.3015
H25 -5.40 3.79 -0.67  0.3481
H26 -4.53 2.30 -0.31  -0.2208
C19 1.14 -4.27 -1.80  -0.5296
C20 2.46 -3.87 -2.24  0.3778
N2 3.50 -3.54 -2.59  -0.3910
H27 0.48 -4.40 -2.66  0.2893
H28 1.20 -5.21 -1.25  0.3007
H29 0.73 -3.51 -1.15  -0.0087
C21 0.15 -3.11 4.34  -0.3907
C22 1.59 -3.12 4.09  0.3393
N3 2.72 -3.12 3.89  -0.3915
H30 -0.38 -3.03 3.39  -0.1043
H31 -0.14 -4.02 4.84  0.3509
H32 -0.11 -2.26 4.97  0.2513